1.
ORCA calculation (ωB97M-V/def2-TZVPD) on a structure of composition C23H29N5O2V in a non-equilibrium geometry.

Last column: Mulliken charge in e.
Atoms and positions in Å:
O  -1.7592  1.2989  -0.8652  -0.45
V  -1.2979  0.2652  0.3150  1.15
O  -2.0598  -1.1149  -0.1163  -0.46
N  0.6110  -0.0599  -1.0423  0.64
C  0.7044  0.2914  -2.4197  -0.68
C  2.0340  0.1789  -3.0087  -0.87
C  3.1251  -0.2105  -2.2735  -0.29
C  3.0039  -0.5056  -0.9593  -0.73
C  1.7844  -0.3502  -0.3876  -0.15
H  -0.2387  0.5153  -2.8960  0.59
H  2.2145  0.2462  -4.0714  0.53
H  4.1231  -0.3859  -2.6472  0.48
H  3.8005  -0.9367  -0.3711  0.48
H  1.8329  -0.6280  0.6550  0.38
N  -3.1760  1.1991  1.5603  0.14
C  -3.5675  2.4777  1.2827  -0.11
C  -4.7253  3.0209  1.8406  -0.72
C  -5.4211  2.2449  2.8148  -0.21
C  -5.0053  0.9347  3.0608  -0.74
C  -3.9370  0.4759  2.3971  0.00
H  -2.8941  3.0951  0.7068  0.34
H  -4.8344  4.0860  1.6985  0.36
H  -6.3493  2.7353  3.0685  0.38
H  -5.5516  0.1668  3.5884  0.36
H  -3.7572  -0.5815  2.5238  0.38
N  -0.1973  -0.8369  2.1982  0.13
C  -0.5497  -0.1527  3.3139  -0.21
C  -0.3954  -0.6978  4.6065  -0.91
C  0.3551  -1.8530  4.8665  -0.30
C  0.8338  -2.4653  3.6949  -0.65
C  0.5503  -1.9358  2.4253  -0.22
H  -0.9849  0.8206  3.1417  0.56
H  -0.6961  -0.0883  5.4457  0.37
H  0.3977  -2.2578  5.8668  0.43
H  1.2758  -3.4471  3.7788  0.35
H  0.8210  -2.5537  1.5819  0.54
C  2.1997  -4.1264  -3.8810  -0.93
C  1.3070  -5.0382  -2.9982  -0.29
C  -0.1303  -4.9042  -3.4537  -0.58
C  -1.0285  -3.8827  -2.7954  0.24
N  -1.7248  -3.1730  -2.1982  -0.40
H  1.9634  -4.3074  -4.9296  0.39
H  3.2403  -4.4210  -3.7456  0.34
H  2.1970  -3.0881  -3.5491  0.05
H  1.3739  -4.7315  -1.9544  0.24
H  1.6714  -6.0616  -3.0875  0.31
H  -0.5899  -5.8844  -3.3268  0.33
H  -0.1938  -4.7597  -4.5322  0.31
C  2.2135  3.9725  -1.6482  -0.96
C  2.2012  4.9860  -0.4663  -0.55
C  1.0372  4.7216  0.5126  -0.51
C  0.5853  3.3227  0.8213  0.15
N  0.2419  2.2456  1.1127  -0.19
H  2.9533  3.9574  -2.4485  0.42
H  1.2862  3.8763  -2.2131  0.32
H  2.3991  2.9658  -1.2738  0.13
H  2.1960  6.0400  -0.7443  0.34
H  3.0741  4.8069  0.1615  0.30
H  0.2625  5.1444  -0.1271  0.25
H  1.1948  5.3475  1.3909  0.37

Results
* net charge: +1
* E_tot: -2261.8191 Eh
* LUMO energy: -2.9 eV
* energy above the lowest of the compared OMol25 structures with the same formula, charge and spin: 294.8 kJ/mol


2.
ORCA calculation (ωB97M-V/def2-TZVPD) on the molecule C23H29N5O3 in a non-equilibrium geometry.

Last column: natural (NBO) charge in e.
Atoms and positions in Å:
C  0.5238  3.7156  -2.5495  -0.67
C  0.3725  3.6358  -1.0864  0.38
N  -0.0907  4.5570  -0.2771  -0.30
N  -0.0444  4.0520  0.9454  -0.05
N  0.4256  2.8814  0.9496  -0.07
N  0.7222  2.5624  -0.3240  -0.23
C  1.1917  1.3025  -0.7319  -0.01
C  2.4478  0.8536  -0.5544  -0.05
C  3.5784  1.5258  0.0542  -0.15
C  4.8560  1.2153  -0.4273  -0.16
C  5.9736  1.8432  0.0831  -0.22
C  5.8422  2.7741  1.1024  -0.18
C  4.5869  3.0645  1.6114  -0.22
C  3.4613  2.4496  1.0960  -0.12
H  2.4956  2.6571  1.5305  0.23
H  4.4811  3.7730  2.4189  0.22
H  6.7169  3.2613  1.5060  0.22
H  6.9509  1.6029  -0.3081  0.22
H  4.9593  0.4913  -1.2227  0.21
H  2.6579  -0.1204  -0.9777  0.24
C  0.1520  0.5009  -1.4288  0.77
O  -0.9074  0.9586  -1.7855  -0.59
O  0.5222  -0.7726  -1.5957  -0.50
C  -0.4149  -1.6508  -2.2076  -0.17
H  0.0215  -2.0077  -3.1451  0.22
H  -1.3395  -1.1030  -2.4248  0.23
C  -0.7386  -2.8935  -1.3684  0.66
O  -0.6785  -3.9927  -1.8918  -0.62
N  -1.1260  -2.7355  -0.0974  -0.44
C  -1.3411  -1.5292  0.6885  -0.03
C  -1.3448  -2.0708  2.1140  -0.40
H  -1.7762  -1.3687  2.8234  0.22
H  -0.3354  -2.3285  2.4375  0.21
C  -2.1918  -3.3288  1.9171  -0.04
C  -2.1274  -4.2957  3.0932  -0.60
H  -2.5445  -3.8358  3.9861  0.21
H  -1.0978  -4.5772  3.3020  0.21
H  -2.6931  -5.1983  2.8745  0.21
C  -1.5383  -3.9099  0.6621  -0.22
H  -2.2045  -4.5366  0.0672  0.22
H  -0.6564  -4.5085  0.9145  0.20
C  -3.6455  -2.8995  1.6702  -0.40
H  -4.2475  -3.7859  1.4599  0.21
H  -4.0123  -2.4789  2.6098  0.21
C  -3.8851  -1.8619  0.5480  -0.05
C  -4.1784  -2.5491  -0.7923  -0.61
H  -3.3328  -3.1107  -1.1731  0.21
H  -5.0205  -3.2305  -0.6880  0.21
H  -4.4452  -1.8026  -1.5384  0.21
C  -5.1344  -1.0477  0.9141  -0.59
H  -6.0000  -1.7004  1.0034  0.21
H  -5.3421  -0.3069  0.1455  0.21
H  -4.9993  -0.5266  1.8596  0.20
C  -2.7010  -0.8852  0.4019  -0.42
H  -2.7140  -0.4505  -0.5986  0.22
H  -2.8148  -0.0588  1.1066  0.22
H  -0.5388  -0.8063  0.5310  0.21
H  -0.1903  3.0443  -3.0251  0.25
H  1.5306  3.4209  -2.8437  0.23
H  0.3270  4.7339  -2.8704  0.25

Results
* net charge: 0
* SMILES: Cc1nnnn1/C(=C\c1ccccc1)C(=O)OCC(=O)N1C[C@@]2(C)C[C@@H]1CC(C)(C)C2
* E_tot: -1393.3388 Eh
* LUMO energy: -0.7 eV
* energy above the lowest of the compared OMol25 structures with the same formula, charge and spin: 246.3 kJ/mol


3.
ORCA calculation (ωB97M-V/def2-TZVPD) on a structure of composition C23H29N9S2SeSr in a non-equilibrium geometry.

Last column: natural (NBO) charge in e.
Atoms and positions in Å:
Sr  0.2935  -0.3728  0.0886  1.69
C  0.7477  0.7595  -3.9268  -0.40
C  -0.3074  -0.3469  -3.9131  -0.22
N  -0.7049  -0.7490  -2.5579  -0.72
C  -2.1466  -0.7596  -2.2971  -0.23
C  -2.5975  0.6444  -1.9034  -0.23
N  -1.9888  1.0170  -0.6185  -0.68
C  -2.1955  2.4143  -0.2171  -0.22
C  -1.0970  3.3341  -0.7745  -0.42
C  0.0835  3.5271  0.1816  -0.22
N  0.9232  2.3300  0.3409  -0.69
C  2.3202  2.4440  -0.0845  -0.23
C  2.4724  2.1059  -1.5602  -0.23
N  2.0607  0.7210  -1.8182  -0.67
C  2.0591  0.3476  -3.2393  -0.22
H  0.3434  1.6292  -3.4009  0.20
H  0.9431  1.0508  -4.9614  0.21
H  0.0974  -1.2200  -4.4368  0.19
H  -1.1864  -0.0141  -4.4744  0.19
H  -0.3385  -1.6894  -2.4345  0.41
H  -2.3549  -1.4337  -1.4612  0.21
H  -2.7143  -1.1018  -3.1709  0.19
H  -3.6912  0.7097  -1.8522  0.18
H  -2.2511  1.3517  -2.6627  0.19
H  -2.4396  0.4346  0.0887  0.37
H  -2.1829  2.4454  0.8746  0.21
H  -3.1816  2.7670  -0.5438  0.18
H  -1.5178  4.3124  -1.0167  0.21
H  -0.7183  2.8875  -1.6993  0.20
H  -0.3051  3.8179  1.1612  0.20
H  0.7036  4.3563  -0.1760  0.19
H  0.9113  2.0677  1.3198  0.39
H  2.9097  1.7332  0.5024  0.22
H  2.7209  3.4471  0.1054  0.19
H  3.5065  2.2808  -1.8836  0.18
H  1.8267  2.7679  -2.1450  0.19
H  2.7493  0.1272  -1.3522  0.36
H  2.1712  -0.7382  -3.2941  0.20
H  2.9168  0.7970  -3.7551  0.18
S  -0.8658  -0.2032  2.5676  -0.55
C  0.3261  -0.7748  3.7693  -0.15
C  -0.0949  -0.9756  5.0860  -0.19
C  0.7471  -1.5046  6.0480  -0.09
C  0.2372  -1.7283  7.3815  0.28
N  -0.1707  -1.9112  8.4397  -0.30
C  2.0613  -1.8471  5.7087  -0.16
C  2.5004  -1.6594  4.4101  -0.18
C  1.6597  -1.1372  3.4288  -0.16
S  2.2560  -1.0347  1.7431  -0.51
C  2.9525  -2.4194  6.6903  0.27
N  3.6750  -2.8806  7.4553  -0.29
H  -1.1106  -0.7212  5.3548  0.24
H  3.5123  -1.9327  4.1466  0.24
Se  0.1391  -2.9126  1.5223  1.21
N  1.1816  -4.3031  1.3065  -0.65
C  1.4484  -4.3495  -0.0148  0.04
C  2.3757  -5.2259  -0.6325  -0.14
C  2.5564  -5.1263  -1.9780  -0.28
C  1.8219  -4.1592  -2.7185  0.08
N  0.9477  -3.3387  -2.1958  -0.48
C  0.7480  -3.4280  -0.8566  0.25
N  -0.1519  -2.6315  -0.2211  -0.88
H  2.9263  -5.9350  -0.0286  0.24
H  3.2535  -5.7679  -2.4986  0.23
H  1.9875  -4.0731  -3.7877  0.19

Results
* net charge: 0
* E_tot: -4615.2107 Eh
* LUMO energy: -1.3 eV
* energy above the lowest of the compared OMol25 structures with the same formula, charge and spin: 135.6 kJ/mol


Number 1: Kohn-Sham gap 9.4 eV, HOMO -12.365 eV. Number 2: Kohn-Sham gap 8.7 eV, HOMO -9.316 eV. Number 3: Kohn-Sham gap 6.3 eV, HOMO -7.537 eV.